(1)
A molecular structure, C39H62BBiBrN3O5P2S in a non-equilibrium geometry. Source: the OMol25 dataset; level of theory: wB97M-V/def2-TZVPD.

```
115
Properties=species:S:1:pos:R:3:forces:R:3
Bi -0.1856 0.3397 1.2344 -0.6 -0.5 -0.7
C -1.2593 -5.1227 2.4010 0.0 0.1 0.0
C -0.5357 -4.0837 1.5443 0.0 0.2 -0.2
C 0.1759 -4.7442 0.3628 0.0 0.1 0.1
P -1.4676 -2.5120 1.0054 -0.2 -1.6 0.4
C -2.8886 -3.0857 -0.0784 0.2 0.2 0.1
C -3.5140 -4.4592 0.1477 0.0 0.1 0.1
C -2.4477 -2.9377 -1.5376 -0.1 0.2 0.1
C -2.2360 -2.1663 2.6331 0.3 0.3 0.1
C -3.5314 -2.4347 3.0494 0.0 -0.1 0.0
C -3.9644 -2.0280 4.3010 -0.1 0.0 0.0
C -3.1342 -1.2656 5.1074 0.0 0.0 0.0
C -1.8508 -0.9554 4.6941 0.0 0.1 -0.1
C -1.3740 -1.4417 3.4777 -0.2 -0.4 -0.1
N -0.0797 -1.2073 2.9612 0.2 0.6 0.2
C 1.0245 -1.3191 3.7793 0.2 -0.2 0.1
C 0.9525 -1.8406 5.0916 -0.1 -0.1 0.0
C 2.0445 -1.8589 5.9352 0.0 0.0 -0.1
C 3.2637 -1.3441 5.5184 0.1 0.0 0.1
C 3.3932 -0.9610 4.1945 0.0 0.1 0.0
C 2.3318 -1.0189 3.2994 -0.2 0.0 -0.1
P 2.5331 -0.9226 1.4833 1.0 -0.5 0.4
C 3.1666 -2.6874 1.1944 -0.2 0.2 -0.2
C 3.5015 -2.9150 -0.2813 -0.1 0.0 0.0
C 4.2543 -3.2437 2.1112 -0.1 0.1 0.1
C 3.9659 0.2307 1.1077 -0.1 -0.1 -0.1
C 3.8006 0.6514 -0.3599 0.0 0.1 0.1
C 5.4070 -0.2343 1.3225 -0.1 0.0 0.2
H -0.5279 -5.7277 2.9472 0.0 0.0 0.0
H -1.8604 -5.8010 1.7938 0.0 0.0 0.0
H -1.9080 -4.6411 3.1323 0.0 -0.1 0.0
H 0.2289 -3.6261 2.1825 0.0 0.0 0.0
H -0.5268 -5.3011 -0.2623 0.0 0.0 0.0
H 0.9378 -5.4464 0.7171 0.0 0.0 0.0
H 0.6724 -3.9997 -0.2632 0.1 -0.1 -0.1
H -3.6283 -2.3085 0.1318 0.0 0.0 -0.1
H -2.8406 -5.2599 -0.1654 0.0 0.0 0.0
H -4.4287 -4.5457 -0.4476 0.0 0.0 0.0
H -3.7765 -4.6228 1.1921 0.0 -0.1 0.0
H -1.7379 -3.7230 -1.8163 0.0 0.0 0.0
H -1.9704 -1.9697 -1.6886 0.0 0.0 -0.1
H -3.3062 -2.9974 -2.2132 0.0 -0.1 0.0
H -4.2235 -2.9492 2.3950 0.0 0.0 0.0
H -4.9718 -2.2617 4.6246 0.0 0.1 0.0
H -3.5039 -0.8779 6.0489 0.0 0.0 0.0
H -1.2189 -0.3108 5.2906 0.0 0.0 0.0
H 0.0101 -2.2311 5.4453 0.0 0.0 0.0
H 1.9346 -2.2685 6.9332 0.0 0.0 0.0
H 4.1021 -1.2811 6.2007 0.0 0.0 0.0
H 4.3541 -0.6046 3.8489 0.0 -0.1 0.0
H 2.2546 -3.2541 1.4179 0.0 0.0 0.0
H 4.4931 -2.5272 -0.5256 0.0 0.0 0.0
H 2.7737 -2.4165 -0.9222 0.0 -0.1 -0.1
H 3.4950 -3.9851 -0.5107 0.1 0.0 0.0
H 5.2273 -2.7986 1.9117 0.0 0.0 0.0
H 4.3398 -4.3242 1.9575 0.0 0.0 0.0
H 4.0065 -3.0715 3.1565 0.1 -0.1 0.0
H 3.7786 1.0970 1.7491 -0.1 0.0 0.0
H 3.8108 -0.2191 -1.0176 0.0 0.0 0.0
H 4.6090 1.3236 -0.6617 0.0 0.0 0.0
H 2.8618 1.1779 -0.5136 -0.1 0.0 -0.1
H 5.6709 -1.0311 0.6266 0.0 0.0 0.0
H 5.5917 -0.5864 2.3351 0.1 0.0 0.0
H 6.0766 0.6100 1.1361 0.0 0.0 0.0
C 0.6386 6.9080 -4.3170 -0.1 -0.1 0.0
C 0.3793 5.5395 -4.9631 0.1 0.0 0.1
C 1.7202 4.9619 -5.4527 0.0 0.1 0.0
C -0.5359 5.7394 -6.1726 0.0 0.0 0.1
C -0.1934 4.5494 -3.9518 -0.1 0.1 -0.1
C 0.3968 4.3821 -2.7022 0.0 0.0 0.1
C 0.0518 3.3071 -1.9183 0.1 0.2 0.3
Br 0.8820 3.2008 -0.1731 -0.2 0.0 -0.4
C -0.8222 2.2450 -2.3146 0.5 -0.2 -0.2
O -0.7714 1.1050 -1.7560 -0.4 0.1 0.3
C -1.6350 2.6108 -3.4527 0.0 0.0 0.2
C -1.2411 3.6812 -4.2455 0.0 0.1 0.0
C -2.9480 1.9127 -3.8501 0.1 0.0 -0.1
C -3.4087 0.8472 -2.8607 0.0 -0.1 0.0
C -4.0546 2.9827 -3.8973 0.0 -0.1 0.0
C -2.8039 1.2543 -5.2318 0.0 0.0 0.1
H 1.0116 7.6212 -5.0580 0.0 0.0 0.0
H 1.3821 6.8235 -3.5246 0.0 0.1 0.0
H -0.2812 7.3011 -3.8811 0.0 0.0 0.0
H 2.2238 5.6377 -6.1533 0.0 0.0 0.0
H 1.5552 4.0031 -5.9470 0.0 0.0 0.0
H 2.3780 4.7876 -4.6009 0.1 0.0 0.0
H -0.1063 6.4855 -6.8465 0.0 0.0 0.0
H -1.5235 6.0862 -5.8623 0.0 0.0 0.0
H -0.6579 4.8129 -6.7356 0.0 0.0 0.0
H 1.1419 5.0713 -2.3238 0.0 0.0 -0.1
H -1.7961 3.8477 -5.1611 0.0 0.0 0.0
H -3.5703 1.2692 -1.8736 0.0 0.0 0.2
H -2.6662 0.0660 -2.7492 0.1 -0.1 0.0
H -4.3483 0.4050 -3.2124 0.0 0.1 0.0
H -4.1340 3.4549 -2.9173 0.0 0.1 0.0
H -5.0183 2.5203 -4.1310 0.0 0.0 0.0
H -3.8528 3.7548 -4.6428 0.0 0.0 0.0
H -2.0340 0.4807 -5.1930 0.0 0.0 0.0
H -2.5236 1.9753 -6.0042 0.0 0.0 0.0
H -3.7485 0.7874 -5.5270 0.0 0.0 0.0
N 0.8461 -1.3932 -1.7105 0.1 0.1 0.0
H 0.4654 -1.7737 -2.5710 -0.1 0.0 0.0
H 0.4818 -0.4377 -1.6609 0.0 0.1 -0.2
H 0.3753 -1.8780 -0.9512 0.0 -0.1 0.0
B 1.9978 2.9944 4.7449 0.1 0.2 0.3
C 1.5034 2.1644 3.5311 0.1 -0.3 -0.4
N 1.2267 1.4920 2.6296 0.1 0.8 0.5
H 1.2106 3.8879 4.9501 0.0 0.0 0.0
H 3.0945 3.4274 4.4567 0.1 0.0 -0.1
H 2.0722 2.2248 5.6784 0.0 0.0 0.1
O -2.5638 -0.1366 0.8860 0.2 0.3 -0.2
S -2.9754 1.0513 1.7235 -1.2 0.9 -0.2
O -3.9475 0.7060 2.7321 0.1 -0.3 0.2
O -1.6269 1.4211 2.4087 0.1 0.0 0.1
O -3.3916 2.1600 0.8909 0.2 -0.1 -0.1
```
Positions in Å, forces in eV/Å.

electronic energy = -162132.373 eV
HOMO level = -0.0775 Ha
relative energy (zero: lowest compared OMol25 entry of this formula, charge and spin) = 32.7 kJ/mol
charge = -2

***

(2)
7 unconnected molecules or ions with the total composition C39H62ClNO6S in a non-equilibrium geometry. Source: the OMol25 dataset; level of theory: wB97M-V/def2-TZVPD.

```
110
Properties=species:S:1:pos:R:3:forces:R:3
C 2.5238 3.0291 5.9802 -0.9 -0.3 -1.0
C 2.0357 3.5285 4.4599 0.7 0.0 0.9
C 0.4083 3.3522 4.4391 1.7 -0.3 1.0
Cl -0.2811 4.9561 5.1664 0.5 -1.4 -0.7
N -0.2070 3.1249 3.0787 -1.9 -2.2 1.1
C -1.7116 2.9094 3.3456 -5.2 -0.7 0.5
C -2.8551 4.0926 3.0451 -0.9 -2.5 1.2
C -4.4564 3.9201 3.3564 3.0 -3.6 0.9
C -4.9740 2.4668 3.9819 3.9 0.7 -0.8
C -3.9209 1.2374 4.2938 0.8 4.0 -1.9
C -2.3320 1.4904 3.9510 -1.3 2.6 -0.9
S -1.0535 0.0999 4.2418 0.0 1.8 -2.0
C 0.1271 0.3436 2.7584 1.9 1.5 -2.7
C 0.8410 -0.8915 1.9417 0.8 3.8 -1.3
C 1.8380 -0.5382 0.6466 -1.9 3.3 2.2
C 2.0692 1.0385 0.1846 -2.3 -1.4 3.4
C 1.3467 2.2411 1.0423 -0.5 -3.3 0.7
C 0.3797 1.9395 2.3473 2.3 -3.1 -2.9
H 2.3877 1.8457 5.9729 0.5 2.5 0.2
H 3.6384 3.3329 6.1656 -2.3 -0.6 -0.2
H 1.7637 3.4577 6.7761 1.9 -0.7 -1.5
H 2.6276 2.8532 3.7113 -1.6 1.2 1.1
H 2.3645 4.6540 4.2640 -1.0 -2.4 0.4
H 0.1451 2.5280 5.2436 0.2 1.7 -1.8
H -2.4730 5.1246 2.6170 -0.8 -2.4 1.0
H -5.2431 4.7941 3.1575 2.1 -2.1 0.4
H -6.1237 2.3565 4.1843 2.6 0.1 -0.4
H -4.3262 0.2080 4.7170 1.2 2.4 -1.0
H 0.6771 -2.0155 2.2649 0.2 2.7 -0.7
H 2.3807 -1.4064 0.0590 -1.3 2.0 1.4
H 2.7770 1.2560 -0.7472 -1.8 -0.4 2.3
H 1.5335 3.3545 0.6875 -0.5 -2.6 1.0
C -3.8080 -2.4307 1.3835 -0.2 0.6 -0.1
C -3.5789 -3.6545 0.5346 -0.3 -0.5 -0.2
C -2.0730 -3.7953 0.5816 0.4 0.0 -0.1
O -1.6458 -3.2754 1.8483 -0.2 0.0 -0.2
C -2.7477 -2.5835 2.4520 0.1 0.0 0.4
H -4.8191 -2.3629 1.7929 0.1 0.0 0.0
H -3.6155 -1.5276 0.7923 0.0 -0.1 0.1
H -4.0504 -4.5255 1.0048 0.0 0.1 -0.1
H -3.9673 -3.5631 -0.4829 0.1 0.0 0.1
H -1.5935 -3.2003 -0.2028 0.0 -0.1 -0.1
H -1.7458 -4.8341 0.4808 0.1 0.1 0.1
H -3.1099 -3.1953 3.2854 -0.1 0.0 0.1
H -2.4078 -1.6221 2.8467 0.0 -0.3 -0.1
C 6.7517 -0.3149 -1.8492 0.2 -0.5 -0.3
C 7.1961 0.9185 -1.1064 0.1 0.2 0.6
C 6.6716 2.0278 -1.9919 0.0 0.4 -0.3
O 5.4858 1.5287 -2.6259 0.2 -0.1 0.2
C 5.4098 0.1141 -2.4012 -0.4 0.0 -0.1
H 6.6887 -1.2073 -1.2214 0.0 0.1 -0.1
H 7.4454 -0.5225 -2.6726 -0.1 0.0 0.1
H 6.7051 0.9585 -0.1270 0.1 0.0 -0.1
H 8.2764 0.9724 -0.9499 -0.1 0.0 0.0
H 7.3897 2.2815 -2.7788 0.1 0.1 0.1
H 6.4343 2.9358 -1.4301 -0.1 -0.1 -0.1
H 4.6074 -0.0664 -1.6776 0.0 -0.2 0.0
H 5.1580 -0.3948 -3.3357 0.0 0.1 0.1
C 2.2458 -3.2577 -4.5503 -0.1 0.3 -0.5
C 2.8052 -4.6216 -4.2379 -0.2 -0.6 0.1
C 4.0245 -4.2817 -3.4089 0.4 0.0 0.1
O 3.7296 -3.0609 -2.7161 -0.1 -0.1 -0.2
C 2.5348 -2.4972 -3.2746 -0.1 0.2 0.3
H 1.1842 -3.2669 -4.8098 0.2 0.1 0.0
H 2.7996 -2.8116 -5.3849 -0.2 0.0 0.1
H 2.0872 -5.1869 -3.6321 0.1 0.0 -0.1
H 3.0440 -5.2129 -5.1255 0.0 0.1 0.1
H 4.8992 -4.1031 -4.0431 0.0 -0.1 0.0
H 4.2716 -5.0647 -2.6861 0.0 0.2 0.0
H 1.7299 -2.6292 -2.5433 -0.1 0.1 0.0
H 2.6777 -1.4269 -3.4470 0.1 -0.1 0.1
C -0.2944 -8.2105 -0.1170 0.4 0.5 0.0
C -0.9636 -9.0979 0.9006 0.1 -0.5 0.4
C -2.4246 -8.9555 0.5331 -0.4 0.1 0.0
O -2.4769 -8.7186 -0.8805 0.3 0.0 0.2
C -1.1496 -8.4357 -1.3447 -0.2 -0.2 -0.4
H 0.7595 -8.4484 -0.2822 -0.1 0.0 0.0
H -0.3645 -7.1633 0.2004 0.1 -0.1 -0.1
H -0.6416 -10.1359 0.7562 0.0 0.1 0.1
H -0.7546 -8.8157 1.9355 -0.1 0.0 -0.1
H -2.8781 -8.0933 1.0334 0.0 0.0 0.1
H -3.0075 -9.8478 0.7787 0.0 0.1 -0.1
H -0.8033 -9.3042 -1.9154 0.1 0.1 0.0
H -1.1684 -7.5669 -2.0084 -0.1 -0.1 0.0
C -4.7899 9.1601 3.4889 0.6 0.3 -0.2
C -6.2384 9.5604 3.6003 -0.4 0.2 0.4
C -6.8991 8.6414 2.5960 -0.2 -0.2 -0.4
O -6.1207 7.4373 2.5587 0.1 0.3 0.2
C -4.8905 7.6681 3.2590 0.0 -0.4 0.1
H -4.1941 9.4167 4.3685 -0.1 -0.1 -0.1
H -4.3375 9.6434 2.6148 0.0 -0.1 0.1
H -6.6077 9.3391 4.6086 0.0 0.1 -0.1
H -6.4196 10.6183 3.3943 0.0 -0.1 0.0
H -6.8888 9.0773 1.5914 -0.1 0.1 0.0
H -7.9330 8.4033 2.8625 0.1 -0.1 -0.1
H -4.9392 7.1230 4.2081 0.1 0.0 0.0
H -4.0539 7.2760 2.6740 -0.1 0.0 0.0
C 0.6477 1.1038 -7.7468 -0.5 0.3 -0.2
C 1.8997 1.3645 -6.9499 0.6 0.2 -0.1
C 1.7565 0.3851 -5.8054 -0.1 -0.2 0.4
O 1.0227 -0.7394 -6.3093 0.0 0.3 -0.2
C 0.4780 -0.3915 -7.5897 0.0 -0.4 -0.1
H 0.7182 1.4174 -8.7914 0.0 -0.1 0.1
H -0.2000 1.6264 -7.2878 0.1 -0.1 -0.1
H 2.7811 1.1109 -7.5506 -0.1 0.1 0.1
H 2.0005 2.4001 -6.6152 0.0 -0.1 0.0
H 1.1798 0.8183 -4.9813 0.1 0.1 0.0
H 2.7226 0.0502 -5.4169 -0.1 -0.1 0.0
H 1.0439 -0.9370 -8.3528 -0.1 0.0 -0.1
H -0.5688 -0.7031 -7.6422 0.1 -0.1 0.1
```
Positions in Å, forces in eV/Å.

electronic energy = -78561.560 eV
HOMO level = -0.2934 Ha
structure (SMILES) = CC[C@@H](Cl)N1c2ccccc2Sc2ccccc21.C1CCOC1.C1CCOC1.C1CCOC1.C1CCOC1.C1CCOC1.C1CCOC1
relative energy (zero: lowest compared OMol25 entry of this formula, charge and spin) = 1725.5 kJ/mol

***

no.,LUMO (eV),HOMO-LUMO gap (eV)
1,4.05,6.2
2,-0.11,7.9